Entry 1:
142
Properties=species:S:1:pos:R:3:forces:R:3 method="wB97M-V/def2-TZVPD" mol_weight_da=1066.0 e_tot_ev=-112225.727 e_homo_ev=-11.764 lumo_ev=-3.803 total_charge=+1 gap_ev=7.96
C 2.592786 4.347778 1.163696 -0.22 0.58 -1.30
C 1.282950 4.377625 0.127277 2.32 1.55 0.22
O 0.821563 2.989703 -0.030068 -3.18 2.03 -1.47
P -0.706517 2.890481 -0.867746 0.48 -4.52 -3.65
O -0.665643 1.495622 -1.676321 -0.12 5.00 3.07
C -2.173088 2.698335 0.400665 -0.19 0.45 -0.02
C -1.983938 1.213371 1.070454 -0.07 -0.32 -0.93
C -3.077975 0.829131 2.230325 0.90 1.46 -0.28
N -2.714262 -0.571350 2.728637 2.38 -6.40 1.11
C -1.630488 -1.479626 2.170922 0.01 -1.33 1.07
N -1.407611 -2.841364 2.859773 -5.90 7.12 1.36
C -2.478074 -2.777115 3.948020 -0.88 1.91 -1.03
C -2.614223 -4.060129 4.994862 0.47 1.10 0.03
O -2.443563 -3.468066 6.358044 2.27 -1.82 -1.36
C -1.075964 -3.676119 6.857613 0.49 0.37 1.91
O -0.823925 -5.107700 7.175763 1.19 2.09 -0.79
C 0.611295 -5.349705 7.419217 0.80 -1.59 -0.12
C 1.425614 -5.859521 6.066506 0.82 -0.37 0.40
O 0.761533 -7.023507 5.421984 1.38 1.41 0.02
C -3.332583 -1.376676 3.877906 4.00 -3.47 -1.68
O -1.037462 4.210014 -1.953982 1.13 -2.62 2.49
C -0.022290 4.340195 -3.010108 1.95 1.59 -1.16
C -0.606087 4.338754 -4.542788 0.96 0.08 -0.18
H 3.262806 5.278064 0.836360 -1.49 -1.93 0.98
H 2.284902 4.429878 2.289553 0.70 -0.35 -2.23
H 3.233755 3.394083 0.900439 -1.46 1.83 0.79
H 0.460341 5.135878 0.474056 1.36 -1.64 -0.43
H 1.723473 4.822234 -0.889307 -1.20 -1.27 2.06
H -2.130504 3.563063 1.191202 -0.25 -1.69 -1.45
H -3.164251 2.759015 -0.257567 2.20 -0.05 1.50
H -2.135710 0.421932 0.193901 0.53 1.82 1.80
H -0.869057 1.141772 1.459554 -2.41 0.03 -0.56
H -4.183512 0.899608 1.833087 2.27 -0.56 0.78
H -2.958968 1.560835 3.144145 -0.29 -1.61 -1.71
H -0.880253 -1.341817 1.277288 -2.05 0.51 1.93
H -0.701750 -3.574689 2.629551 -0.89 1.03 0.29
H -1.746827 -4.837878 4.735205 -1.98 1.62 0.64
H -3.670588 -4.567633 4.976333 2.15 1.14 -0.18
H -1.007625 -3.109830 7.905705 -0.44 -0.97 -2.39
H -0.228410 -3.222999 6.176321 -1.75 -1.03 0.81
H 0.677973 -6.252625 8.189083 -0.38 2.00 -1.65
H 1.166893 -4.435687 7.909968 -1.14 -1.59 -1.10
H 1.594940 -4.978696 5.310581 -0.45 -1.53 1.27
H 2.499544 -6.242964 6.416465 -2.17 1.12 -0.53
H 1.404033 -7.448797 4.768522 -0.91 0.79 1.31
H -4.229590 -1.065321 4.579274 2.26 -0.55 -1.81
H 0.481090 5.411577 -2.851211 -1.21 -2.55 -0.24
H 0.831244 3.545718 -2.877957 -1.81 1.30 -0.34
H -1.769864 4.450842 -4.594859 2.29 -0.39 0.18
H -0.112557 5.266131 -5.106475 -1.19 -1.95 1.33
H -0.189004 3.383236 -5.106978 -1.32 1.88 1.20
C 2.529042 -3.953534 1.683339 0.05 0.28 -0.04
C 2.966805 -5.405805 1.630317 0.02 1.33 -0.35
C 2.228081 -6.231593 0.619686 0.18 0.11 -0.88
O 2.387814 -7.542154 1.134708 0.11 -0.22 1.28
C 2.495893 -7.401705 2.491641 -0.08 -1.93 1.10
O 2.452319 -8.327919 3.287102 -0.03 2.18 -1.58
O 2.657683 -6.089145 2.835325 -0.23 -1.24 0.20
H 3.227530 -3.326999 1.117793 -0.14 -0.05 0.23
H 1.539530 -3.809217 1.236316 0.00 -0.13 0.02
H 2.483304 -3.584299 2.712084 0.21 -0.05 -0.12
H 4.053298 -5.464832 1.492264 -0.14 -0.06 -0.09
H 2.650842 -6.149564 -0.385263 -0.06 -0.22 0.17
H 1.154882 -6.013819 0.578762 0.10 0.19 0.06
C 3.346288 10.678131 -0.624767 0.22 0.26 0.15
C 2.589386 9.367249 -0.735316 0.50 1.15 0.57
C 3.441178 8.149436 -0.534329 0.46 -0.09 0.80
O 2.696314 7.152236 -1.211899 -0.67 0.04 -0.84
C 2.019698 7.801359 -2.208646 -1.19 -0.76 -1.92
O 1.425786 7.241560 -3.117723 1.42 1.31 2.07
O 2.098917 9.156274 -2.050415 -0.27 -1.42 -0.53
H 3.198463 11.117763 0.367778 -0.02 -0.04 -0.22
H 4.425113 10.538250 -0.752677 -0.17 -0.03 -0.11
H 3.015425 11.398677 -1.378482 -0.09 -0.16 0.17
H 1.723157 9.376869 -0.062586 0.11 -0.15 -0.02
H 3.572693 7.893595 0.520483 -0.10 -0.14 -0.20
H 4.423968 8.220410 -1.013854 -0.11 0.23 0.07
C -4.834226 1.893176 -3.489755 0.53 -0.15 0.22
C -5.519371 2.158707 -4.817763 0.41 -0.83 1.05
C -4.578466 2.275978 -5.979642 0.49 -0.71 -0.24
O -5.338595 3.039789 -6.900037 -0.69 0.69 0.18
C -6.167697 3.822770 -6.143593 -1.49 2.06 -0.79
O -6.832178 4.749356 -6.582264 1.58 -2.19 0.96
O -6.150990 3.429658 -4.835047 -0.20 0.75 -1.14
H -4.887558 0.827073 -3.243073 0.04 0.53 -0.11
H -3.772208 2.159824 -3.518201 -0.09 0.18 -0.07
H -5.295734 2.462835 -2.677818 -0.13 -0.18 -0.18
H -6.297415 1.406222 -4.995025 0.17 0.04 -0.07
H -4.306010 1.305871 -6.403955 -0.13 0.21 -0.11
H -3.666486 2.837493 -5.747592 -0.08 -0.10 0.20
C 6.133899 -4.006011 6.413771 0.26 -0.16 0.24
C 5.448754 -3.740479 5.085763 0.59 -0.84 1.00
C 6.389659 -3.623209 3.923884 0.77 -0.76 0.01
O 5.629530 -2.859397 3.003488 -1.14 0.96 0.07
C 4.800429 -2.076416 3.759933 -1.00 1.62 -0.67
O 4.135948 -1.149830 3.321262 1.30 -1.95 0.84
O 4.817135 -2.469529 5.068478 -0.39 0.84 -1.26
H 6.080568 -5.072113 6.660453 -0.05 0.20 -0.01
H 7.195917 -3.739362 6.385325 -0.19 0.10 -0.05
H 5.672391 -3.436352 7.225708 -0.07 -0.14 -0.18
H 4.670710 -4.492964 4.908501 0.04 0.02 -0.12
H 6.662115 -4.593316 3.499571 -0.11 0.21 -0.11
H 7.301639 -3.061694 4.155934 -0.24 -0.32 0.18
C -6.965054 2.011926 -9.942534 -0.09 0.33 -0.09
C -6.527291 0.559656 -9.995555 -0.04 1.38 -0.28
C -7.266016 -0.266133 -11.006186 0.08 0.15 -0.85
O -7.106282 -1.576694 -10.491164 0.11 -0.28 1.05
C -6.998203 -1.436244 -9.134231 -0.15 -2.01 1.67
O -7.041776 -2.362458 -8.338770 0.12 2.16 -1.84
O -6.836414 -0.123685 -8.790547 -0.15 -1.28 0.11
H -6.266566 2.638461 -10.508080 -0.10 -0.09 0.18
H -7.954565 2.156243 -10.389557 0.08 -0.11 0.14
H -7.010792 2.381161 -8.913789 0.18 -0.09 -0.18
H -5.440799 0.500628 -10.133608 -0.11 -0.11 -0.10
H -6.843255 -0.184104 -12.011136 -0.05 -0.21 0.16
H -8.339213 -0.048359 -11.047110 0.15 0.21 0.08
C 9.243190 2.124673 2.944772 -0.08 0.34 -0.11
C 9.680953 0.672403 2.891751 0.04 1.33 -0.31
C 8.942228 -0.153386 1.881120 0.06 0.24 -0.91
O 9.101962 -1.463947 2.396142 0.07 -0.38 1.20
C 9.210041 -1.323497 3.753075 0.06 -1.43 1.40
O 9.166468 -2.249712 4.548536 0.11 2.00 -1.67
O 9.371831 -0.010937 4.096759 -0.22 -1.50 0.10
H 9.941679 2.751208 2.379227 -0.10 -0.11 0.17
H 8.253679 2.268990 2.497750 0.08 -0.11 0.15
H 9.197452 2.493908 3.973517 0.16 -0.12 -0.15
H 10.767446 0.613375 2.753698 -0.13 -0.11 -0.08
H 9.364990 -0.071357 0.876170 -0.04 -0.23 0.17
H 7.869031 0.064388 1.840196 0.13 0.19 0.08
C -5.913004 -4.556218 -1.642799 -0.01 -0.34 0.14
C -5.495702 -3.108448 -1.825442 0.07 -1.33 0.13
C -5.603868 -2.278302 -0.581188 0.41 -0.13 0.64
O -5.717821 -0.967934 -1.108710 -0.28 0.34 -0.69
C -6.321896 -1.105648 -2.328876 -1.30 1.80 -1.75
O -6.757922 -0.176837 -2.991991 0.84 -2.45 1.77
O -6.372026 -2.418762 -2.703476 -0.08 1.36 0.18
H -5.029564 -5.191124 -1.513561 -0.17 0.09 -0.10
H -6.534899 -4.692104 -0.751412 -0.02 0.10 -0.17
H -6.483180 -4.922118 -2.501729 0.22 0.13 0.06
H -4.491497 -3.060427 -2.263936 -0.04 0.11 0.14
H -4.726605 -2.367261 0.065248 -0.07 0.20 -0.09
H -6.506483 -2.485692 0.004586 0.08 -0.21 -0.14

=====

Entry 2:
7
Properties=species:S:1:pos:R:3:forces:R:3 method="wB97M-V/def2-TZVPD" mol_weight_da=203.9 e_tot_ev=-22551.435 e_homo_ev="-7.944 / -7.947" lumo_ev="-2.989 / -2.984" relative_energy_kcal_mol=57.5 gap_ev="4.95 / 4.96"
C 0.553850 0.266116 0.018685 0.90 1.57 -0.52
O 0.544094 -0.716504 -0.958015 1.18 -1.81 -1.69
O 0.319613 -0.495381 1.118053 -0.64 -3.37 0.45
P 0.103199 -1.829748 0.078546 -0.68 2.20 1.70
I -2.706091 1.201353 -0.077864 0.28 -0.46 -0.10
H 1.517491 0.762192 0.148732 -0.27 0.43 -0.55
H -0.332154 0.811973 -0.328139 -0.77 1.44 0.71